P) The following is a quantum chemistry calculation of a 7-piece molecular cluster, C14H21N7 overall, from the Open Molecules 2025 dataset.

Results
HOMO level (spin up / spin down) (Ha): -0.5130 / -0.5130
2S+1: 2
Net charge: +1
Orbital gap (spin up / spin down) (eV): 11.6 / 2.7

The geometry in XYZ format:
```
42
C14H21N7 | the Open Molecules 2025 dataset | wB97M-V/def2-TZVPD
C -2.779 -2.251 -3.105
C -3.273 -1.773 -1.785
N -3.655 -1.413 -0.732
H -3.256 -1.561 -3.802
H -3.184 -3.228 -3.367
H -1.692 -2.184 -3.069
C -0.670 -1.059 1.004
C 0.001 -1.380 -0.286
N 0.575 -1.685 -1.251
H -0.718 0.023 1.122
H -0.045 -1.327 1.856
H -1.602 -1.625 0.987
C 2.537 -0.754 -3.820
C 3.778 -0.670 -3.084
N 4.789 -0.671 -2.553
H 2.209 0.220 -4.183
H 1.838 -1.175 -3.097
H 2.732 -1.521 -4.569
C 2.118 -4.494 -2.463
C 0.723 -4.746 -2.809
N -0.347 -4.911 -3.093
H 2.124 -3.756 -1.660
H 2.487 -4.143 -3.427
H 2.566 -5.421 -2.105
C -3.097 1.757 5.035
C -2.758 0.928 3.876
N -2.549 0.249 2.967
H -2.598 1.475 5.962
H -4.181 1.735 5.143
H -2.749 2.755 4.767
C -0.796 3.424 2.446
C -0.391 4.307 3.566
N -0.085 5.013 4.442
H -0.409 2.417 2.601
H -0.610 3.769 1.429
H -1.859 3.300 2.651
C 2.665 3.918 0.701
C 2.172 2.503 0.759
N 1.826 1.414 0.828
H 2.506 4.308 1.706
H 1.970 4.458 0.058
H 3.688 3.772 0.353
```

=====

Q) The following is a quantum chemistry calculation of a 7-piece molecular cluster, C14H21N7 overall, from the Open Molecules 2025 dataset.

Results
HOMO level (spin up / spin down) (Ha): -0.5108 / -0.5108
2S+1: 2
Net charge: +1
Orbital gap (spin up / spin down) (eV): 9.1 / 2.5

The geometry in XYZ format:
```
42
C14H21N7 | the Open Molecules 2025 dataset | wB97M-V/def2-TZVPD
C 22.131 -8.701 5.282
C 23.130 -9.480 4.516
N 23.897 -10.097 3.930
H 21.422 -9.346 5.802
H 21.669 -7.882 4.730
H 22.679 -8.290 6.129
C 24.914 -10.176 0.493
C 26.209 -9.564 0.847
N 27.249 -9.162 1.221
H 24.657 -10.882 1.283
H 24.971 -10.684 -0.470
H 24.114 -9.439 0.434
C 22.723 -6.586 0.174
C 21.760 -7.428 0.898
N 21.077 -8.082 1.475
H 22.075 -5.739 -0.052
H 23.119 -7.086 -0.709
H 23.369 -6.141 0.931
C 30.217 -8.818 -0.374
C 30.400 -9.998 -1.216
N 30.518 -10.919 -1.843
H 29.918 -9.180 0.610
H 29.555 -8.103 -0.861
H 31.197 -8.354 -0.262
C 21.786 -12.455 3.760
C 21.950 -12.432 2.301
N 22.199 -12.418 1.178
H 22.686 -12.538 4.368
H 21.209 -13.364 3.931
H 21.150 -11.635 4.094
C 27.622 -10.361 4.094
C 27.481 -10.991 5.375
N 27.382 -11.524 6.435
H 28.559 -9.806 4.047
H 26.776 -9.683 3.972
H 27.560 -11.041 3.245
C 30.252 -6.703 2.336
C 29.842 -6.483 3.728
N 29.631 -6.261 4.846
H 29.449 -7.220 1.810
H 31.210 -7.222 2.360
H 30.292 -5.649 2.064
```

=====

Question: which arrangement is favored energetically? Ranking from most to least stable: P), Q).

=====

P) The following is a quantum chemistry calculation of a 2-piece molecular cluster, C6H12N4O2S overall, from the Open Molecules 2025 dataset.

Results
HOMO level (spin up / spin down) (Ha): -0.3262 / -0.3107
2S+1: 1
Orbital gap (spin up / spin down) (eV): 8.1 / 6.9

The geometry in XYZ format:
```
25
C6H12N4O2S | the Open Molecules 2025 dataset | wB97M-V/def2-TZVPD
C -0.755 0.896 1.899
C -0.151 -1.110 1.884
C -0.276 -2.628 1.801
C -1.587 0.324 -1.672
C 0.546 -0.787 -2.114
C 1.520 1.841 1.444
N -1.241 -0.329 2.045
N 0.944 -0.440 1.552
N 0.561 0.869 1.650
N -0.198 0.425 -1.998
O 2.056 1.695 -2.294
O 0.070 2.976 -1.842
S 0.809 1.750 -1.629
H -1.241 1.794 2.090
H 0.617 -3.176 1.723
H -0.657 -3.006 2.726
H -0.764 -3.097 0.953
H -1.950 -0.620 -1.086
H -1.814 1.212 -1.166
H -2.334 0.383 -2.611
H 1.472 -0.685 -1.764
H 0.133 -1.714 -1.531
H 0.547 -1.011 -3.138
H 2.507 1.672 1.711
H 1.185 2.766 1.367
```

=====

Q) The following is a quantum chemistry calculation of one molecule with the formula C6H12N4O2S, from the Open Molecules 2025 dataset.

Results
HOMO level (Ha): -0.3225
2S+1: 1
Orbital gap (eV): 9.5
SMILES string: O=S1(=O)[C@H]2CN3CCN(CN1C3)N2

The geometry in XYZ format:
```
25
C6H12N4O2S | the Open Molecules 2025 dataset | wB97M-V/def2-TZVPD
O 0.833 -2.105 2.318
O -1.483 -2.415 1.479
N 1.406 0.580 0.116
N -1.192 0.302 -0.777
N 1.623 -0.754 -0.451
N -0.472 0.020 1.545
C 0.846 0.690 1.470
C -1.564 0.404 0.654
C 0.947 1.639 -0.813
C -0.480 1.437 -1.340
C -0.775 -1.069 -1.214
C 0.389 -1.613 -0.362
S -0.235 -1.653 1.354
H 2.422 -1.223 0.011
H 1.517 0.210 2.165
H 0.779 1.749 1.775
H -1.826 1.451 0.867
H -2.423 -0.206 0.885
H 0.996 2.618 -0.315
H 1.606 1.707 -1.668
H -0.451 1.320 -2.441
H -1.074 2.366 -1.158
H -1.633 -1.735 -1.161
H -0.405 -1.063 -2.264
H 0.648 -2.656 -0.673
```

=====

Question: which arrangement is favored energetically? Ranking from most to least stable: Q), P).

=====

P) The following is a quantum chemistry calculation of C5H10NO7S2 as an isolated structure, from the Open Molecules 2025 dataset.

Results
HOMO level (Ha): -0.2035
2S+1: 1
Net charge: -1
Orbital gap (eV): 8.4

The geometry in XYZ format:
```
25
C5H10NO7S2 | the Open Molecules 2025 dataset | wB97M-V/def2-TZVPD
C -1.649 -1.627 0.976
C 0.959 0.418 -1.326
C 1.523 -1.076 0.590
C 0.096 -1.749 -1.286
C -0.890 -0.200 0.427
N 0.452 -0.645 -0.443
O -0.903 -2.414 1.490
O -0.695 2.680 -1.093
O -2.846 -1.586 0.713
O -1.236 0.425 2.855
O 0.982 2.640 0.650
O -0.710 4.425 0.604
O -1.263 2.122 1.225
S -0.359 0.911 1.822
S -0.387 3.081 0.269
H 0.266 0.815 -2.011
H 1.343 1.246 -0.831
H 1.795 0.026 -1.887
H 1.109 -1.933 0.994
H 2.376 -1.125 -0.003
H 1.622 -0.231 1.148
H -0.135 -2.647 -0.776
H -0.809 -1.590 -1.855
H 0.797 -2.229 -1.915
H -1.438 0.261 -0.339
```

=====

Q) The following is a quantum chemistry calculation of C5H10NO7S2 as an isolated structure, from the Open Molecules 2025 dataset.

Results
HOMO level (Ha): -0.1754
2S+1: 1
Net charge: -1
Orbital gap (eV): 7.8

The geometry in XYZ format:
```
25
C5H10NO7S2 | the Open Molecules 2025 dataset | wB97M-V/def2-TZVPD
C -1.771 -0.487 -1.392
C 1.221 -0.790 1.065
C -0.888 0.324 1.425
C -0.759 -1.946 1.015
C -0.390 -0.480 -0.897
N -0.173 -0.692 0.555
O -1.663 0.170 -2.479
O 2.138 2.078 1.044
O -2.774 -1.050 -0.941
O 0.872 -0.009 -3.053
O 0.065 2.613 -0.258
O 2.130 3.630 -0.792
O 1.723 1.115 -1.113
S 0.188 0.915 -1.816
S 1.513 2.482 -0.259
H 1.669 0.185 1.211
H 1.150 -1.364 1.884
H 1.706 -1.103 0.198
H -0.336 1.251 1.221
H -1.861 0.309 1.063
H -1.084 -0.070 2.516
H -1.698 -1.970 0.642
H -0.296 -2.940 0.687
H -0.838 -2.096 2.077
H 0.151 -0.073 -3.604
```

=====

Question: which arrangement is favored energetically? Ranking from most to least stable: P), Q).

=====

P) The following is a quantum chemistry calculation of one molecule with the formula C2H6O2Si, from the Open Molecules 2025 dataset.

Results
HOMO level (Ha): -0.3682
2S+1: 1
Orbital gap (eV): 10.8
SMILES string: C=C[SiH2]OO

The geometry in XYZ format:
```
11
C2H6O2Si | the Open Molecules 2025 dataset | wB97M-V/def2-TZVPD
C -2.188 -0.140 -0.344
C -1.023 -0.474 0.188
O 3.006 -0.211 0.116
O 1.640 -0.508 -0.136
Si 0.491 0.634 0.157
H -3.058 -0.777 -0.291
H -2.324 0.794 -0.860
H -0.949 -1.428 0.695
H 3.385 -1.096 0.183
H 0.200 1.841 -1.083
H 0.820 1.364 1.375
```

=====

Q) The following is a quantum chemistry calculation of one molecule with the formula C2H6O2Si, from the Open Molecules 2025 dataset.

Results
HOMO level (Ha): -0.3790
2S+1: 1
Orbital gap (eV): 10.9
SMILES string: CC(=O)O[SiH3]

The geometry in XYZ format:
```
11
C2H6O2Si | the Open Molecules 2025 dataset | wB97M-V/def2-TZVPD
C -0.278 0.679 0.947
C -1.063 -0.420 1.568
O -0.014 1.702 1.370
O -0.010 0.171 -0.724
Si 1.474 -0.034 -1.271
H -0.761 -1.527 1.428
H -1.119 -0.233 2.639
H -2.058 -0.174 1.007
H 2.344 1.038 -0.600
H 1.473 0.519 -2.634
H 1.867 -1.479 -1.009
```

=====

Question: which arrangement is favored energetically? Ranking from most to least stable: Q), P).